This record from the Open Molecules 2025 dataset describes a 9-piece molecular cluster, C38H29B2N7O24 overall in a non-equilibrium geometry. The level of theory is the ωB97M-V functional and the def2-TZVPD basis.

```
100
Properties=species:S:1:pos:R:3:lowdin_charge:R:1
N 0.3069 -7.2065 0.1565 -0.2998
O -0.6421 -0.5045 1.4935 0.2037
O 2.9333 0.8703 5.6155 0.0748
O 1.4819 -6.8340 0.3992 0.0465
H -1.9373 -0.1704 -4.3550 0.1064
C 1.9881 3.5903 -2.7843 -0.0559
H -4.6977 1.8254 -2.3219 0.0455
O 0.9618 3.5269 6.7493 0.2133
H -3.5396 3.1290 -2.8485 0.0586
C 1.2966 -3.7235 5.3094 -0.0908
H -1.6718 4.6813 -3.5465 0.0596
O 0.2249 -2.4898 2.2719 0.0906
C -2.0994 -0.8384 -3.5221 -0.0686
O -0.9727 1.8438 2.0505 0.2183
H 1.0248 3.5299 -2.2997 0.0808
C 3.2284 2.9988 -4.7441 -0.0898
O 3.7995 -0.1566 -4.7430 0.0389
O -3.9112 0.5748 -0.1277 0.0824
H 1.1548 -4.3335 6.2015 0.0796
O -1.1933 2.4135 6.3081 0.2438
C 4.2936 4.2040 -2.9690 -0.1156
C 2.2156 -3.4080 -1.7256 -0.0817
C 2.0818 3.0269 -4.0491 -0.1077
O -1.0482 2.7817 -1.3653 0.1044
C 2.1145 2.8345 6.7830 -0.3246
H -0.3472 5.4956 -2.9075 0.0571
C -1.7678 -4.7835 2.2037 -0.0466
C -2.0645 5.9492 -1.7660 -0.2621
C -4.5650 2.8764 -2.5786 -0.0742
H 5.2899 3.4779 -4.7280 0.1188
H 1.2071 2.4663 -4.3444 0.1092
C 2.8946 -1.7774 -3.3184 -0.1221
N -3.4817 -0.5742 -0.0505 -0.3182
C 1.9334 -0.8662 -2.8425 0.0250
O -0.0800 1.3110 -0.0559 0.2403
C 2.3963 -2.8444 5.4231 -0.2934
H -2.9077 0.7153 -2.4798 0.0875
C -2.1597 3.0044 5.6731 -0.3824
C 3.0838 4.2463 -2.2170 0.0322
O -2.1584 4.6655 3.8529 0.1316
C -0.8656 -6.5726 0.8409 -0.1459
C 1.5508 -0.4272 2.3054 -0.3655
C 0.3099 -1.2920 2.0512 -0.3249
H 1.8862 0.1344 -3.2464 0.1042
N 3.8658 -1.3164 -4.3178 -0.3368
H 1.3805 -4.3605 4.4289 0.0739
C 1.3256 -2.5097 -1.1895 -0.0377
C -4.9123 3.4403 -1.2388 -0.2545
H -1.5483 6.3975 -3.8213 0.0702
H -1.6481 -3.9898 2.9262 0.0991
O 0.8449 1.8103 5.1721 0.2489
C -1.5426 3.9655 4.6249 -0.4230
O 1.2577 0.7568 1.8646 0.2451
H 0.3275 -0.6014 -1.4607 0.0984
C -2.8713 -1.1520 -1.2543 -0.0990
N 3.3240 -2.1351 5.4532 0.1646
N -2.5642 6.2581 -0.7729 0.1588
H -3.9087 -4.5171 2.2265 0.1122
C 4.3658 3.5749 -4.1776 -0.0186
O -3.5726 -1.2882 0.9481 0.0806
O 2.5984 -0.8235 2.8455 0.1064
O -0.2672 3.9467 4.7381 0.2607
C -3.2672 -6.2547 1.1028 -0.0788
H -5.2984 3.0431 -3.3676 0.0734
H 0.3560 -5.3386 2.0581 0.1068
B 0.0752 2.9252 5.7275 -0.8748
C -2.6864 -0.3345 -2.3560 -0.0077
H 2.9366 4.7208 -1.2580 0.1216
O 5.4168 5.8526 -1.7028 0.0599
H -1.4634 -3.9942 -2.5500 0.1079
B -0.1130 0.8633 1.3300 -0.8890
C 1.1097 -1.2658 -1.7971 -0.0308
C 2.0135 1.7291 5.7299 -0.3516
C -0.8311 2.2975 -0.2927 -0.4396
O -3.3711 2.8423 5.8159 0.0979
O 4.8107 -2.0372 -4.6087 0.0582
H -2.3697 -7.7565 -0.1631 0.1061
C -1.4245 2.7135 1.0802 -0.2768
N 5.5602 4.8764 -2.4423 -0.3287
O 6.6548 4.3900 -2.7178 0.0565
H -1.2107 -2.4906 -4.4767 0.1070
C -2.1654 -6.9481 0.5232 -0.0108
C -1.6598 -2.1433 -3.5580 -0.0958
N -5.2042 3.9587 -0.1943 0.1440
C -0.6671 -5.5612 1.7935 0.0071
C -1.4183 5.6250 -3.0634 -0.0817
H -2.6866 -3.1678 -0.4682 0.1001
C 3.0370 -3.0598 -2.7397 -0.0110
H 2.3830 -4.3900 -1.3084 0.1080
O 0.0600 -8.1757 -0.5923 0.0342
O 3.0632 2.9945 7.5952 0.0647
O -2.1804 3.6832 1.2637 0.1145
C -3.0921 -5.1183 1.8548 -0.0712
C -2.4542 -2.5522 -1.3246 0.0338
H 0.7219 -2.9039 -0.3854 0.1038
H 0.4551 -3.0634 5.0989 0.0824
H 3.2291 2.5147 -5.7095 0.1081
H 3.8047 -3.7573 -3.0407 0.1165
C -1.8467 -2.9867 -2.4830 -0.0947
H -4.2796 -6.5572 0.8794 0.0980
```

As for the orbital gap: 6.586 eV. The spin multiplicity is 1. Its lowest unoccupied orbital energy is 1.907 eV. The net charge is -2.